Record 1
Formula: C6H7NO2S
Source: the Open Molecules 2025 dataset
Level of theory: ωB97M-V/def2-TZVPD

Last column: natural (NBO) charge in e.
Atoms and positions in Å:
1 S -1.5483 0.5405 -0.7993  1.25
2 O 2.3073 -1.5820 -0.3012  -0.55
3 O -2.2299 1.8269 -0.8690  -0.96
4 N 0.9118 0.2266 0.2723  -0.45
5 C -0.8106 -1.1927 1.3349  -0.42
6 C 1.6204 -0.6348 -0.5457  0.70
7 C 1.1827 0.1281 -1.7967  -0.53
8 C -1.4362 0.1215 0.9784  -0.45
9 C 0.1326 -0.0223 1.4241  -0.05
10 C 0.3069 0.9331 -0.8330  -0.20
11 H 0.6451 -0.4744 -2.5245  0.24
12 H 0.3895 2.0217 -0.8236  0.23
13 H -2.1484 0.6080 1.6218  0.26
14 H -1.1257 -1.6717 2.2511  0.24
15 H 0.4561 0.3844 2.3691  0.23
16 H -0.6282 -1.8962 0.5322  0.23
17 H 1.9749 0.6832 -2.2910  0.24

Calculated values
HOMO-LUMO gap = 0.3675 hartree
LUMO = 0.8 eV
Strongest force on any atom = 0.0488 Eh/bohr
2S+1 = 1
Calculated total energy = -836.17157 Eh
Energy relative to the best compared isomer or geometry (same formula, charge and spin) = 242.7 kJ/mol

---

Record 2
Formula: C7H15N3
Source: the Open Molecules 2025 dataset
Level of theory: ωB97M-V/def2-TZVPD

Last column: natural (NBO) charge in e.
Atoms and positions in Å:
1 N 1.5803 -0.8537 -2.4213  -0.73
2 N 0.2699 -0.9143 -0.3458  -0.48
3 N 0.8887 1.0931 -1.3763  -0.83
4 C -2.4261 2.4379 -0.0892  -0.37
5 C -1.1740 -1.1250 -0.6464  -0.42
6 C 0.5748 0.4804 1.9929  -0.84
7 C 0.9203 -2.1786 0.0618  -0.41
8 C 0.9695 -0.2457 -1.4885  0.59
9 C -1.3313 2.0395 0.2748  -0.35
10 C -0.1090 1.7011 1.9074  -0.19
11 H -1.6551 -1.5054 0.2537  0.21
12 H -3.3624 2.7892 -0.4528  0.22
13 H 0.7934 -2.9545 -0.6938  0.20
14 H 0.4514 2.6023 1.6970  0.21
15 H -0.9799 1.8634 2.5274  0.21
16 H -1.2825 -1.8441 -1.4605  0.20
17 H 0.1319 1.5221 -0.8072  0.44
18 H 1.2066 1.6139 -2.1786  0.41
19 H 0.1411 -0.2872 2.6299  0.21
20 H 1.9791 -1.9980 0.2321  0.23
21 H 0.3729 -0.2081 0.6618  0.44
22 H 0.4552 -2.5092 0.9888  0.22
23 H 1.6607 0.5125 1.9817  0.22
24 H 1.5482 -1.8633 -2.3523  0.34
25 H -1.6238 -0.1681 -0.8965  0.26

Calculated values
HOMO-LUMO gap = 0.3079 hartree
LUMO = 0.7 eV
Strongest force on any atom = 0.0218 Eh/bohr
2S+1 = 1
Calculated total energy = -439.77598 Eh
Energy relative to the best compared isomer or geometry (same formula, charge and spin) = 500.4 kJ/mol

---

Record 3
Formula: C17H11BrCl2N2O3
Source: the Open Molecules 2025 dataset
Level of theory: ωB97M-V/def2-TZVPD

Last column: natural (NBO) charge in e.
Atoms and positions in Å:
1 Br -3.3528 1.8155 -3.4475  0.09
2 Cl 4.4316 4.6379 3.0402  -0.02
3 Cl 5.4394 1.7429 2.1574  0.04
4 O -0.8756 -3.1022 -2.6787  -0.40
5 O -2.4137 -4.0648 -1.1312  -0.57
6 O 1.7455 -2.3434 0.6602  -0.53
7 N 0.5968 -0.2731 0.6807  -0.42
8 N 0.0796 -2.9487 -1.5799  0.00
9 C 2.8327 1.0168 2.1745  -0.23
10 C -1.7013 2.0087 -1.2873  -0.19
11 C -0.9164 1.6060 -0.1663  -0.25
12 C -2.0530 1.1437 -2.2787  -0.13
13 C 1.8736 3.3991 3.0842  -0.23
14 C -2.0070 -3.8196 -2.3035  0.78
15 C 3.2299 3.2628 2.8340  -0.01
16 C 0.5790 -0.0439 2.1417  -0.23
17 C 0.9105 2.3824 2.9842  -0.21
18 C 1.4275 1.1635 2.4576  -0.01
19 C 0.1118 -1.7555 -0.9768  0.14
20 C -1.4374 -0.1657 -2.3339  -0.12
21 C -0.5250 -0.5623 -1.3831  -0.19
22 C 3.7308 2.0464 2.2888  -0.05
23 C -0.2414 0.3154 -0.3972  0.24
24 C 1.0081 -1.4800 0.1559  0.62
25 C -3.0262 -4.1385 -3.3998  -0.71
26 H -2.6689 -4.1961 -4.3981  0.22
27 H -0.6714 2.4029 0.5214  0.24
28 H -0.4605 0.0843 2.5188  0.22
29 H -0.1355 2.5147 3.2224  0.23
30 H 3.2078 0.1125 1.6697  0.25
31 H -1.7969 -0.8247 -3.0306  0.23
32 H 0.9325 -0.9071 2.5973  0.25
33 H 1.5926 4.4164 3.5252  0.24
34 H -3.4805 -5.0969 -3.2465  0.25
35 H -3.8284 -3.3437 -3.4305  0.24
36 H -2.1377 2.9942 -1.2447  0.23

Calculated values
HOMO-LUMO gap = 0.2875 hartree
SMILES = CC(=O)O/N=C1/C(=O)N(Cc2ccc(Cl)c(Cl)c2)c2ccc(Br)cc21
LUMO = -1.3 eV
Strongest force on any atom = 0.1470 Eh/bohr
2S+1 = 1
Calculated total energy = -4483.93231 Eh